# 1
ORCA calculation (ωB97M-V with the def2-TZVPD basis set) on the molecule C21H22N6O4.

Calculated values
**Molar mass**: 422.44 g mol⁻¹
**ΔE to the lowest compared entry with this formula, charge and spin**: 0.000 eV
**SMILES**: [H]/N=c1/c(C(=O)Nc2cc(C)on2)cc2c(=O)n3ccccc3nc2n1CCCOCC
**Highest occupied orbital energy**: -8.095 eV

Each line ends with the Löwdin charge.
Element x y z (Å)
H -1.132 -1.765 0.678  0.0488
N -1.383 -0.797 0.533  0.1577
C -0.462 0.074 0.442  -0.2769
C -0.789 1.461 0.138  -0.0334
C -2.189 1.985 0.041  -0.4135
O -2.398 3.168 -0.151  0.0607
N -3.164 1.051 0.184  0.1555
C -4.511 1.292 0.141  -0.2996
C -5.198 2.522 -0.062  0.0545
C -6.512 2.168 -0.006  -0.3211
C -7.763 2.956 -0.138  -0.0068
O -6.611 0.844 0.211  -0.0104
N -5.365 0.306 0.302  0.0998
C 0.199 2.365 -0.090  0.0792
C 1.564 2.005 -0.012  -0.0507
C 2.596 2.956 -0.284  -0.3482
O 2.468 4.111 -0.629  0.0873
N 3.928 2.428 -0.108  0.1056
C 4.973 3.265 -0.342  -0.0172
C 6.259 2.860 -0.193  -0.0471
C 6.517 1.533 0.217  -0.0476
C 5.476 0.691 0.453  0.0123
C 4.134 1.125 0.292  -0.2352
N 3.157 0.283 0.523  0.1648
C 1.888 0.697 0.371  -0.1967
N 0.910 -0.209 0.620  0.0572
C 1.338 -1.502 1.130  -0.1334
C 1.829 -2.451 0.034  -0.1354
C 0.686 -2.969 -0.846  -0.2121
O -0.312 -3.622 -0.088  -0.1860
C -0.093 -4.993 0.177  -0.2628
C -0.452 -5.895 -1.001  -0.0687
H -2.836 0.085 0.343  0.0915
H -4.757 3.482 -0.219  0.1017
H -7.522 4.000 -0.306  0.0846
H -8.355 2.582 -0.972  0.0862
H -8.362 2.862 0.767  0.0862
H -0.058 3.385 -0.335  0.1360
H 4.682 4.259 -0.650  0.1338
H 7.068 3.544 -0.385  0.1082
H 7.535 1.200 0.340  0.1116
H 5.615 -0.330 0.767  0.1173
H 0.510 -1.961 1.674  0.1237
H 2.159 -1.314 1.825  0.1200
H 2.562 -1.937 -0.588  0.1078
H 2.326 -3.293 0.518  0.1113
H 1.088 -3.631 -1.621  0.1186
H 0.183 -2.133 -1.339  0.1240
H 0.948 -5.168 0.483  0.1146
H -0.745 -5.221 1.025  0.1231
H -1.477 -5.705 -1.308  0.0797
H -0.356 -6.936 -0.705  0.0746
H 0.204 -5.715 -1.849  0.0648

---

# 2
ORCA calculation (ωB97M-V with the def2-TZVPD basis set) on the ion C21H22NO2S with charge +1.

Calculated values
**Molar mass**: 352.48 g mol⁻¹
**ΔE to the lowest compared entry with this formula, charge and spin**: 0.000 eV
**Highest occupied orbital energy**: -11.562 eV
**Net charge**: +1

Each line ends with the Löwdin charge.
Element x y z (Å)
C -8.284 1.165 0.180  -0.0394
C -6.838 0.827 0.031  -0.2562
C -5.854 1.615 0.624  -0.0218
C -4.521 1.290 0.501  0.0030
C -4.138 0.159 -0.226  -0.1316
C -5.118 -0.637 -0.824  0.0024
C -6.448 -0.301 -0.692  -0.0227
H -7.203 -0.917 -1.157  0.1190
H -4.827 -1.509 -1.387  0.1195
C -2.717 -0.158 -0.339  -0.4120
O -1.823 0.505 0.166  -0.0577
O -2.460 -1.263 -1.052  0.0130
C -1.097 -1.601 -1.234  -0.1342
H -1.114 -2.428 -1.945  0.1389
H -0.572 -0.749 -1.683  0.1287
C -0.408 -2.019 0.085  -0.1243
C 0.739 -1.142 0.449  -0.3752
C 2.023 -1.506 0.743  -0.2648
N 2.808 -0.421 1.046  -0.0880
C 2.159 0.727 0.971  -0.2924
S 0.532 0.579 0.550  1.2533
H 2.646 1.664 1.169  0.1207
C 4.225 -0.465 1.373  -0.0636
C 5.041 0.252 0.320  -0.2237
C 4.902 -0.089 -1.020  -0.0372
C 5.650 0.560 -1.985  -0.0627
C 6.545 1.552 -1.619  -0.0657
C 6.687 1.895 -0.285  -0.0619
C 5.934 1.251 0.682  -0.0377
H 6.049 1.520 1.721  0.1151
H 7.383 2.666 0.006  0.1117
H 7.132 2.055 -2.372  0.1112
H 5.538 0.288 -3.023  0.1107
H 4.209 -0.865 -1.314  0.1117
H 4.541 -1.506 1.451  0.1296
H 4.373 0.012 2.345  0.1430
C 2.589 -2.883 0.772  0.0100
H 1.852 -3.605 0.437  0.0827
H 2.888 -3.154 1.784  0.1048
H 3.458 -2.961 0.120  0.0931
H -0.077 -3.054 0.015  0.1139
H -1.156 -1.972 0.882  0.1396
H -3.756 1.900 0.957  0.1201
H -6.142 2.491 1.185  0.1172
H -8.718 0.569 0.984  0.0937
H -8.832 0.938 -0.732  0.0850
H -8.418 2.214 0.427  0.0815

---

# 3
ORCA calculation (ωB97M-V with the def2-TZVPD basis set) on a structure of composition C21H23Br4N8O2SZn.

Calculated values
**Molar mass**: 836.54 g mol⁻¹
**ΔE to the lowest compared entry with this formula, charge and spin**: 0.070 eV
**Highest occupied orbital energy**: -3.896 eV
**Net charge**: -1

Each line ends with the Löwdin charge.
Element x y z (Å)
Zn 0.425 0.860 0.332  0.4638
C 3.524 -0.932 4.947  -0.1075
C 3.459 0.561 4.650  -0.3034
N 3.748 0.878 3.269  -0.0398
C 2.848 0.912 2.252  -0.7871
S 1.237 0.404 2.561  0.6725
N 3.376 1.351 1.114  -0.0113
N 2.518 1.371 0.080  -0.0198
C 2.919 1.771 -1.071  -0.2628
C 4.307 2.253 -1.357  -0.0382
C 1.904 1.756 -2.144  -0.2021
C 2.116 2.342 -3.390  -0.0144
C 1.096 2.317 -4.327  -0.0655
C -0.108 1.708 -4.009  -0.0482
C -0.237 1.140 -2.751  -0.0960
N 0.742 1.158 -1.859  0.0858
H 3.296 -1.125 5.998  0.0653
H 4.518 -1.327 4.729  0.0663
H 2.798 -1.462 4.331  0.0494
H 4.185 1.098 5.266  0.1074
H 2.470 0.947 4.899  0.0793
H 4.649 1.258 3.028  0.1246
H 4.942 2.052 -0.500  0.0564
H 4.312 3.330 -1.549  0.0851
H 4.715 1.755 -2.239  0.0784
H 3.056 2.828 -3.612  0.1017
H 1.239 2.779 -5.296  0.1027
H -0.934 1.682 -4.706  0.1024
H -1.158 0.664 -2.429  0.1161
Br -4.483 5.505 -1.315  0.6486
C -3.587 3.899 -0.853  -0.7731
C -4.257 2.691 -0.892  -0.7800
Br -6.078 2.596 -1.403  0.6468
C -3.560 1.516 -0.549  -0.6340
Br -4.393 -0.191 -0.620  0.7435
C -2.230 1.522 -0.162  -0.4385
O -1.560 0.445 0.140  -0.2285
C -1.522 2.789 -0.121  -0.4433
O -0.278 2.778 0.219  -0.1632
C -2.233 3.938 -0.477  -0.6479
Br -1.252 5.558 -0.435  0.7079
C -3.253 -3.773 -1.260  -0.0787
C -2.807 -4.329 0.093  -0.4102
C -3.342 -3.509 1.267  -0.0713
C -1.303 -4.589 0.163  -0.1173
N -0.440 -3.426 -0.019  -0.0864
C -0.666 -2.110 -0.040  -0.1312
N 0.487 -1.503 -0.177  0.0080
N 1.426 -2.462 -0.245  -0.0122
N 0.885 -3.621 -0.170  0.0366
H -4.342 -3.754 -1.321  0.0788
H -2.879 -4.391 -2.079  0.0788
H -2.912 -2.751 -1.418  0.0377
H -3.233 -5.334 0.190  0.1298
H -3.063 -2.457 1.217  0.0494
H -2.990 -3.913 2.218  0.0801
H -4.433 -3.542 1.270  0.0806
H -1.020 -5.299 -0.616  0.1208
H -1.045 -5.034 1.126  0.1236
H -1.600 -1.579 0.052  0.0836

---

# 4
ORCA calculation (ωB97M-V with the def2-TZVPD basis set) on a structure of composition C21H23Cl3N2O3S.

Calculated values
**Molar mass**: 489.85 g mol⁻¹
**ΔE to the lowest compared entry with this formula, charge and spin**: 0.784 eV
**Highest occupied orbital energy**: -8.720 eV

Each line ends with the Löwdin charge.
Element x y z (Å)
C 2.669 1.136 2.169  -0.0480
C 1.153 1.237 2.516  -0.3724
C 0.733 -0.034 3.307  -0.0812
C 0.420 -1.259 2.450  -0.1308
C 0.628 -1.386 1.110  0.0296
C 0.292 -2.539 0.286  -0.1818
C 0.542 -2.505 -1.222  -0.1461
C 1.814 -1.737 -1.657  -0.1720
C 1.650 -1.444 -3.182  -0.1075
C 2.946 -0.907 -3.809  -0.5016
O 3.842 -0.515 -3.091  0.0859
O 3.043 -0.906 -5.163  0.0956
C -0.264 -3.628 0.909  0.0142
C -0.515 -3.570 2.323  -0.3554
N -1.096 -4.583 3.004  -0.2218
S -1.170 -4.000 4.532  0.9687
N -0.536 -2.510 4.411  -0.2264
C -0.194 -2.396 3.113  -0.3145
O 0.294 1.516 1.423  -0.1428
C 0.822 2.461 0.516  -0.1696
C -0.313 2.793 -0.484  -0.1818
C 0.045 3.299 -1.743  -0.0451
C -1.005 3.549 -2.644  -0.0995
C -2.337 3.301 -2.328  -0.0953
C -2.663 2.813 -1.051  -0.1053
C -1.643 2.549 -0.122  -0.0479
H 3.138 2.116 1.992  0.0785
H 3.169 0.714 3.061  0.0842
H 2.893 0.427 1.352  0.0817
H 1.061 2.085 3.235  0.1483
H 1.504 -0.303 4.050  0.1263
H -0.169 0.237 3.892  0.1261
H 1.070 -0.526 0.599  0.0914
H -0.320 -1.947 -1.653  0.1267
H 0.477 -3.509 -1.680  0.1223
H 2.722 -2.357 -1.578  0.1283
H 1.931 -0.754 -1.182  0.1013
H 0.805 -0.766 -3.396  0.1304
H 1.422 -2.386 -3.727  0.1283
H 3.776 -0.328 -5.425  0.1241
H -0.521 -4.489 0.282  0.1209
H 1.199 3.376 1.021  0.1410
H 1.638 2.050 -0.118  0.1242
H 1.093 3.484 -2.006  0.1152
H -0.725 3.923 -3.637  0.1014
H -3.169 3.459 -3.022  0.1032
H -3.703 2.591 -0.748  0.0509
H -1.914 2.140 0.851  0.0738
C -5.312 -0.083 0.528  -1.5258
Cl -6.965 0.379 0.114  0.5264
Cl -4.439 -0.624 -0.908  0.5304
Cl -4.465 1.260 1.300  0.5803
H -5.355 -0.907 1.230  0.0131

---

# 5
ORCA calculation (ωB97M-V with the def2-TZVPD basis set) on a structure of composition C21H23ClCoO2P.

Calculated values
**Molar mass**: 432.77 g mol⁻¹
**Spin multiplicity**: 5
**Highest occupied orbital energy (spin up / spin down)**: -14.826 / -15.020 eV
**<S²>**: 6.034
**Net charge**: +2

Each line ends with the Mulliken spin population.
Element x y z (Å)
Co 0.224 0.027 2.046  2.6555
Cl 0.017 -2.335 1.796  0.1706
C 0.357 1.839 2.237  -0.0119
O 0.434 2.996 2.358  -0.0010
P 0.281 0.139 -0.276  0.0784
C -1.274 -0.237 -1.164  0.3014
C 0.751 1.752 -0.999  0.0395
C 1.517 -1.016 -0.960  0.0146
C 1.941 1.935 -1.712  -0.0109
C 2.265 3.191 -2.226  0.0142
C 1.404 4.271 -2.035  0.0306
C 0.214 4.093 -1.325  -0.0123
C -0.110 2.843 -0.807  0.0473
H 2.611 1.095 -1.869  0.0003
H 3.191 3.323 -2.779  0.0002
H 1.658 5.248 -2.435  0.0005
H -0.459 4.932 -1.168  -0.0003
H -1.033 2.710 -0.250  -0.0087
C -2.232 -1.068 -0.566  0.0077
C -3.410 -1.378 -1.244  0.1448
C -3.646 -0.858 -2.518  0.2213
C -2.699 -0.027 -3.116  0.0746
C -1.518 0.284 -2.444  0.0610
H -2.038 -1.475 0.422  -0.0002
H -4.146 -2.023 -0.774  0.0051
H -4.568 -1.097 -3.042  -0.0082
H -2.879 0.385 -4.106  0.0043
H -0.788 0.941 -2.908  -0.0050
C 1.329 -1.702 -2.164  0.0040
C 2.323 -2.556 -2.643  0.0012
C 3.508 -2.726 -1.927  0.0082
C 3.699 -2.043 -0.724  0.0083
C 2.705 -1.197 -0.238  0.0135
H 0.404 -1.580 -2.718  0.0135
H 2.167 -3.094 -3.574  0.0011
H 4.277 -3.396 -2.300  0.0000
H 4.616 -2.180 -0.158  0.0004
H 2.828 -0.682 0.712  0.0085
H -2.784 -3.936 1.660  0.0010
H -2.160 -4.336 1.617  -0.0005
C -1.330 -0.385 5.742  0.0089
C -1.153 0.001 4.278  0.0015
O 0.184 -0.177 3.889  0.1106
H -1.031 -1.444 5.896  -0.0004
H -2.394 -0.263 6.036  0.0011
H -0.703 0.267 6.386  0.0007
H -1.797 -0.657 3.657  0.0092
H -1.473 1.055 4.124  -0.0033
H 0.721 0.543 4.314  -0.0010

---

Number 1: E -39264.7975 eV. Number 2: E -38549.1916 eV. Number 3: E -377593.0026 eV. Number 4: E -79675.1252 eV. Number 5: E -85664.1039 eV.